P:
{
  "formula": "C5H16N4",
  "method": "wB97M-V/def2-TZVPD",
  "species": ["C", "N", "N", "N", "H", "H", "H", "H", "H", "H", "H", "C", "C", "N", "C", "C", "H", "H", "H", "H", "H", "H", "H", "H", "H"],
  "xyz": [[-1.09, -2.68, -0.82], [-1.41, -1.86, 0.22], [-1.47, -2.40, 1.41], [1.21, -1.74, 0.00], [-1.08, -3.34, 1.56], [-1.32, -1.75, 2.17], [1.10, -0.90, -0.57], [2.12, -1.60, 0.44], [-1.29, -3.75, -0.69], [0.36, -2.52, -0.74], [-1.46, -2.31, -1.76], [-0.88, 1.21, -1.38], [0.19, 1.40, 1.34], [0.50, 1.57, -1.09], [0.88, 2.04, 0.17], [1.85, 2.94, 0.32], [0.94, 2.09, -1.84], [-1.57, 2.05, -1.29], [-0.93, 0.82, -2.40], [-1.21, 0.41, -0.71], [-0.88, 1.63, 1.34], [0.30, 0.31, 1.29], [0.62, 1.75, 2.27], [2.35, 3.40, -0.52], [2.19, 3.23, 1.30]],
  "e_lumo_ev": 0.0318
}

***

Q:
{
  "formula": "C5H16N4",
  "method": "wB97M-V/def2-TZVPD",
  "species": ["C", "C", "C", "C", "H", "H", "H", "H", "H", "H", "H", "H", "H", "H", "N", "N", "N", "C", "N", "H", "H", "H", "H", "H", "H"],
  "xyz": [[-2.21, 0.00, 0.01], [-2.12, 1.13, -0.97], [-2.69, -1.32, -0.50], [-0.19, -0.22, 0.93], [-2.62, 0.28, 0.98], [-1.50, 0.86, -1.83], [-1.70, 2.03, -0.51], [-3.11, 1.39, -1.35], [-2.62, -2.10, 0.26], [-2.12, -1.65, -1.37], [-3.74, -1.25, -0.81], [-0.46, -0.46, -0.11], [-0.20, 0.82, 1.24], [-0.54, -0.89, 1.70], [2.00, 0.15, -0.43], [2.21, 1.55, -0.21], [3.16, -0.49, -0.96], [1.60, -0.58, 0.77], [2.13, -0.14, 1.92], [1.33, 2.03, -0.38], [2.48, 1.69, 0.76], [3.98, -0.21, -0.42], [3.27, -0.13, -1.91], [2.06, -0.85, 2.65], [1.59, -1.64, 0.53]],
  "e_lumo_ev": [-0.1053, 0.5353]
}

***

Result of the stability comparison: P is the most stable of them.

***

P:
{
  "formula": "C7H4OS2",
  "method": "wB97M-V/def2-TZVPD",
  "species": ["O", "C", "C", "C", "C", "C", "C", "S", "C", "S", "H", "H", "H", "H"],
  "xyz": [[3.83, 0.83, -0.02], [3.11, -0.14, -0.03], [1.64, -0.04, 0.00], [0.91, 1.14, 0.02], [-0.50, 0.88, 0.03], [-1.68, 1.70, 0.01], [-2.81, 0.95, -0.02], [-2.47, -0.77, -0.02], [-0.79, -0.48, 0.04], [0.64, -1.46, 0.02], [3.50, -1.18, -0.03], [1.40, 2.11, 0.03], [-1.66, 2.80, 0.00], [-3.85, 1.27, 0.00]],
  "e_lumo_ev": -0.0970,
  "smiles": "O=Cc1cc2ccsc2s1"
}

***

Q:
{
  "formula": "C7H4OS2",
  "method": "wB97M-V/def2-TZVPD",
  "species": ["C", "C", "C", "C", "C", "C", "C", "O", "S", "S", "H", "H", "H", "H"],
  "xyz": [[-0.26, 2.62, -1.02], [-1.16, -3.16, -0.51], [-0.50, 1.85, -0.15], [-0.55, -2.19, -0.93], [1.53, 0.24, 1.19], [-0.74, 0.89, 0.79], [0.25, -1.05, -1.11], [0.29, 0.54, 1.62], [2.97, 0.57, 1.84], [1.79, -0.79, -0.36], [-0.09, 3.60, -1.33], [-1.83, -3.73, 0.05], [-1.60, 0.75, 1.31], [-0.09, -0.13, -1.40]],
  "e_lumo_ev": [-1.5312, -1.3914]
}

***

Result of the stability comparison: P is the most stable of them.

***

P:
{
  "formula": "C3H5Cl",
  "method": "wB97M-V/def2-TZVPD",
  "species": ["C", "C", "C", "Cl", "H", "H", "H", "H", "H"],
  "xyz": [[-0.40, -0.26, 0.32], [-1.03, 0.91, 0.26], [0.45, -1.09, 0.71], [-2.73, 1.23, 0.33], [1.63, 0.67, -1.63], [-0.67, 1.64, -0.29], [0.64, -1.88, -0.01], [1.18, 0.08, -1.36], [0.94, -1.30, 1.67]],
  "e_lumo_ev": 0.7896
}

***

Q:
{
  "formula": "C3H5Cl",
  "method": "wB97M-V/def2-TZVPD",
  "species": ["C", "C", "C", "Cl", "H", "H", "H", "H", "H"],
  "xyz": [[0.66, 0.08, 0.01], [-0.72, 0.54, -0.09], [-2.15, -0.40, 0.02], [-3.66, 0.27, -0.14], [1.25, 0.89, 0.46], [0.77, -0.82, 0.62], [1.09, -0.12, -0.98], [-0.96, 1.54, -0.42], [-2.04, -1.42, 0.34]],
  "e_lumo_ev": [0.6031, 0.5461],
  "smiles": "C/C=C/Cl"
}

***

Result of the stability comparison: Q is the most stable of them.

***

P:
{
  "formula": "C4H6OS3",
  "method": "wB97M-V/def2-TZVPD",
  "species": ["O", "C", "C", "S", "C", "S", "C", "S", "H", "H", "H", "H", "H", "H"],
  "xyz": [[-0.34, -1.37, 0.96], [0.27, -0.27, 0.42], [1.47, -0.82, -0.37], [2.48, 0.44, -1.28], [-0.87, 0.32, -0.40], [-1.15, -0.08, -1.91], [-1.80, 1.20, 0.34], [-1.90, 1.48, 1.94], [-0.85, -1.13, 1.74], [0.61, 0.45, 1.16], [1.14, -1.57, -1.11], [2.17, -1.32, 0.30], [1.44, 1.22, -1.51], [-2.67, 1.46, -0.28]],
  "e_lumo_ev": -2.2269,
  "smiles": "O[C@@H](CS)C(=S)C=S"
}

***

Q:
{
  "formula": "C4H6OS3",
  "method": "wB97M-V/def2-TZVPD",
  "species": ["C", "C", "S", "C", "S", "C", "O", "S", "H", "H", "H", "H", "H", "H"],
  "xyz": [[3.68, -0.84, -0.50], [2.53, 0.16, -0.14], [1.05, -0.64, 0.50], [-0.26, 0.34, 0.28], [-0.14, 1.97, -0.02], [-1.60, -0.33, 0.28], [-1.99, -0.65, 1.44], [-2.42, -0.59, -1.10], [3.29, -1.70, -1.07], [4.21, -1.24, 0.36], [4.37, -0.29, -1.24], [2.78, 1.00, 0.63], [2.12, 0.63, -1.09], [-2.82, -1.08, 1.28]],
  "e_lumo_ev": -0.4993,
  "smiles": "CCSC(=S)C(O)=S"
}

***

Result of the stability comparison: Q is the most stable of them.